5 unconnected molecules or ions with the total composition C18H39ClFN9O8 at a distorted geometry, computed with ωB97M-V/def2-TZVPD.

Summary:
Kohn-Sham gap = 9.94 eV
SMILES = [H]/N=C/C[C@@]1(C[C@H](C)F)OC(=O)O[C@]1(CCCO)[C@@H](Cl)CC.NC(N)=O.NC(N)=O.NC(N)=O.NC(N)=O
M = 564.02 Da
Multiplicity = 1
Relative energy (zero: lowest compared OMol25 entry of this formula, charge and spin) = 8.826 eV
HOMO energy = -9.58 eV
Largest force on an atom = 9.4 eV/Å

The geometry in XYZ format:
```
76
C18H39ClFN9O8 ωB97M-V/def2-TZVPD
H -3.501 3.695 0.106
N -3.134 2.874 -0.456
C -2.842 1.868 0.474
C -2.277 0.375 -0.025
C -1.031 -0.170 0.895
C 0.235 0.866 0.793
C 1.075 0.809 -0.613
C 1.324 2.349 -1.215
F 0.426 0.048 -1.705
O -1.540 0.134 2.273
C -2.490 -0.932 2.693
O -3.483 -0.922 3.586
O -2.026 -2.074 1.859
C -0.778 -1.778 1.079
C -0.768 -2.774 -0.223
C -2.183 -2.867 -1.044
C -2.116 -2.225 -2.577
O -1.184 -3.124 -3.329
C 0.369 -2.303 2.156
Cl -0.021 -4.012 2.849
C 1.911 -2.145 1.629
C 2.456 -3.360 0.676
H -3.068 2.138 1.595
H -2.033 0.504 -1.164
H -3.240 -0.330 0.019
H 0.967 0.633 1.706
H -0.088 2.003 0.957
H 2.174 0.358 -0.503
H 2.039 2.253 -2.166
H 1.897 2.971 -0.390
H 0.331 2.846 -1.587
H 0.054 -2.376 -0.975
H -0.433 -3.889 0.040
H -3.118 -2.448 -0.481
H -2.399 -4.029 -1.213
H -3.183 -2.265 -3.092
H -1.675 -1.141 -2.557
H -0.273 -2.689 -3.262
H 0.263 -1.574 3.096
H 2.598 -2.155 2.605
H 2.154 -1.138 1.083
H 2.328 -2.985 -0.448
H 3.635 -3.481 0.820
H 1.876 -4.371 0.768
N 2.251 -4.524 -6.745
C 1.670 -3.776 -5.790
N 0.327 -3.843 -5.767
O 2.311 -3.092 -5.007
H 1.741 -5.094 -7.399
H 3.261 -4.503 -6.797
H -0.150 -3.294 -5.063
H -0.218 -4.400 -6.403
N 4.050 0.548 4.952
C 2.808 0.088 4.719
N 1.823 0.927 5.087
O 2.592 -1.003 4.214
H 4.248 1.443 5.367
H 4.820 -0.053 4.690
H 0.872 0.619 4.928
H 1.981 1.828 5.504
N -1.587 4.276 4.258
C -1.096 3.280 5.018
N -2.025 2.592 5.706
O 0.096 3.022 5.078
H -2.565 4.504 4.196
H -0.921 4.818 3.724
H -1.698 1.834 6.291
H -3.011 2.790 5.670
N -1.192 4.404 -4.227
C 0.100 4.634 -3.929
N 0.827 5.136 -4.944
O 0.574 4.405 -2.827
H -1.600 4.586 -5.128
H -1.774 4.026 -3.491
H 1.804 5.324 -4.762
H 0.454 5.331 -5.858
```

Calculated atomic charges, method Löwdin, unit e: 0.0310, 0.0175, -0.1432, -0.0606, -0.2549, -0.0454, -0.2577, -0.0823, -0.1168, -0.0766, -0.2191, 0.0210, -0.0768, -0.2671, -0.0937, -0.1520, -0.1968, -0.1693, -0.5008, 0.5730, -0.2374, -0.1475, 0.1204, 0.1130, 0.1352, 0.1369, 0.1396, 0.1433, 0.1000, 0.1009, 0.0674, 0.1157, 0.1233, 0.1030, 0.1297, 0.1346, 0.1028, 0.0973, 0.1166, 0.0974, 0.0929, 0.0730, 0.0898, 0.0569, 0.1438, -0.7207, 0.1599, 0.0179, 0.0953, 0.1101, 0.0638, 0.1014, 0.1530, -0.6911, 0.1575, -0.0018, 0.0992, 0.1114, 0.0997, 0.0815, 0.1558, -0.7029, 0.1648, 0.0107, 0.0984, 0.1134, 0.1162, 0.1021, 0.1593, -0.6949, 0.1521, -0.0088, 0.0989, 0.1083, 0.1135, 0.0979